[1]
This record from the OMol25 dataset describes a single C25H23N3O5 molecule. The level of theory is ωB97M-V/def2-TZVPD.

## Properties
SMILES string: COc1ccc(C(=O)N/C(=C/c2cccnc2)C(=O)Nc2cccc(C(C)=O)c2)cc1OC
molecular weight: 445.475 g/mol
energy relative to the best compared isomer or geometry (same formula, charge and spin): 177.0 kJ/mol

Element x y z (Å)
C1 0.518 -1.555 -0.835
H1 -2.503 1.886 -2.305
H2 3.484 1.760 -4.214
N1 -0.140 2.371 2.372
C2 1.544 1.369 -2.379
C3 0.708 2.990 1.479
H3 -0.079 -2.612 -5.139
H4 3.047 2.709 0.335
H5 -2.173 0.346 -1.456
H6 3.022 -2.570 -2.878
C4 -0.088 1.981 -0.700
H7 -5.477 -1.473 4.598
C5 -0.604 0.136 1.340
C6 2.554 1.836 -1.557
C7 -2.467 -0.288 3.598
C8 1.140 -2.102 -1.951
C9 -3.770 -2.646 4.025
O1 -1.524 -0.274 0.668
H8 -0.557 -1.579 -0.772
H9 4.359 -1.623 -1.044
C10 3.280 -1.588 -0.999
C11 2.664 -0.993 0.085
H10 3.259 -0.547 0.870
H11 -0.273 2.945 3.201
O2 -0.729 -3.288 -2.782
C12 -1.746 0.953 3.377
C13 2.527 -2.118 -2.032
H12 3.582 1.800 -1.876
O3 1.727 0.832 -3.613
H13 -4.286 0.678 4.213
C14 1.274 -0.957 0.164
C15 -4.453 -1.461 4.260
C16 0.945 2.403 0.140
N2 -2.507 -2.683 3.636
H14 -4.245 -3.608 4.164
H15 3.676 0.132 -3.500
C17 0.198 1.440 -1.941
H16 -1.975 1.760 4.064
N3 0.693 -0.268 1.236
H17 0.628 -1.123 -4.460
H18 2.945 0.324 -5.115
C18 2.257 2.349 -0.305
C19 0.252 -2.631 -3.029
C20 -1.877 -1.546 3.432
C21 0.633 -2.212 -4.423
O4 -0.717 0.955 -2.812
H19 1.634 -2.557 -4.669
C22 -0.833 1.165 2.412
C23 3.037 0.765 -4.124
H20 -1.112 2.090 -0.380
H21 -2.583 0.342 -3.190
C24 -2.067 0.886 -2.401
H22 1.356 0.152 1.873
O5 1.267 4.005 1.848
H23 -0.838 -1.635 3.145
C25 -3.788 -0.268 4.049

Atom charges from the Löwdin analysis, given in e for atoms 1 to 2:
1 C 0.061
2 H 0.100

[2]
This record from the OMol25 dataset describes a molecular structure, C25H23N4O4SZr. The level of theory is ωB97M-V/def2-TZVPD.

## Properties
molecular weight: 566.774 g/mol
charge: +3
energy relative to the best compared isomer or geometry (same formula, charge and spin): 0.0 kJ/mol

Element x y z (Å)
O1 -0.942 0.731 1.419
H1 2.855 -3.598 -1.548
H2 -1.383 -3.985 1.116
C1 1.202 -2.071 0.655
C2 -2.055 -0.691 -1.387
H3 1.551 3.658 4.297
H4 -2.588 2.562 6.027
C3 -0.534 -1.714 -2.974
C4 2.269 2.708 -3.710
C5 1.260 3.965 3.293
H5 2.144 4.200 2.710
O2 -3.438 -5.039 -2.886
N1 -0.042 -2.291 1.110
H6 3.357 -4.375 -0.029
O3 0.817 2.632 1.404
C6 1.563 2.079 -2.710
C7 3.151 3.735 -3.363
C8 -1.379 1.230 2.598
C9 -2.511 0.702 3.178
C10 -2.939 1.189 4.408
H7 -3.057 -0.083 2.671
C11 2.519 3.409 -1.081
C12 -0.416 -3.591 0.849
C13 0.459 2.914 2.617
S1 2.147 -0.605 0.837
H8 3.936 4.883 -1.724
H9 0.655 4.872 3.392
H10 0.376 -1.672 -3.560
H11 0.778 -5.174 -0.124
H12 0.375 0.760 -4.027
H13 -3.685 -1.929 -0.737
H14 -3.830 0.772 4.859
C14 3.272 4.088 -2.036
H15 -0.587 -1.612 1.622
N2 -0.041 0.491 -2.017
C15 -2.807 -1.849 -1.364
C16 -2.426 -2.942 -2.139
C17 2.951 -3.470 -0.473
H16 -1.029 -3.708 -3.583
H17 2.136 2.412 -4.742
C18 0.639 -4.168 0.231
H18 -0.587 3.528 4.998
H19 3.611 -2.637 -0.254
O4 -3.286 -4.586 -0.723
C19 -2.242 2.200 5.070
N3 1.630 -3.212 0.113
H20 3.721 4.248 -4.127
C20 -3.115 -4.254 -1.863
H21 2.583 3.669 -0.033
Zr1 0.475 1.071 0.116
N4 1.685 2.418 -1.399
C21 -1.320 -2.858 -2.977
C22 -0.658 2.278 3.232
C23 0.595 1.026 -2.995
C24 -1.117 2.735 4.490
H22 -3.422 -4.582 -3.738
C25 -0.902 -0.644 -2.168
H23 -2.374 0.178 -0.821

Atom charges from the Löwdin analysis, given in e for atoms 1 to 2:
1 O -0.298
2 H 0.110